[1]
16
Properties=species:S:1:pos:R:3:forces:R:3 method="wB97M-V/def2-TZVPD" de_lowest_kcal_mol=0.0 smiles="O=C1O[C@@H](CCF)[C@@H](Br)O1" gap_ha=0.4243 energy_ha=-3093.72694
H 0.136377 -0.976211 -0.827014 -0.31 0.04 -0.09
H -1.313295 0.076884 1.361552 0.06 -0.03 0.02
H -0.902624 1.523894 0.459287 0.07 0.03 0.05
H 1.588968 0.810640 -1.456064 -0.13 0.06 0.01
H -2.191467 0.805626 -1.431138 -0.06 -0.04 -0.01
C 1.483995 0.581963 -0.401096 0.51 -0.02 0.07
C 0.251995 -0.242004 -0.023895 0.47 0.36 0.68
C -1.032690 0.448683 0.376020 -0.43 -0.20 -0.18
F -3.398044 0.315848 0.106424 0.33 0.00 -0.19
H -2.150127 -0.894870 -0.923899 -0.07 -0.04 0.10
Br 1.693365 2.262343 0.551577 -0.07 0.02 0.00
O 2.549697 -0.277586 -0.033891 -0.21 -0.21 -0.46
O 2.632420 -2.301709 0.977087 -0.14 0.61 0.09
C 2.050071 -1.298748 0.722905 0.18 -0.26 0.46
C -2.188256 0.136353 -0.567941 -0.07 0.13 0.06
O 0.789615 -0.971108 1.110086 -0.12 -0.44 -0.61

[2]
69
Properties=species:S:1:pos:R:3:forces:R:3 method="wB97M-V/def2-TZVPD" gap_ha="0.2629 / 0.2309" charge=+2 multiplicity=6 energy_ha=-6492.17086
H -0.904898 4.657865 -0.731074 0.03 0.01 -0.03
C -3.279221 0.876189 -5.098987 -0.05 0.04 0.06
C -2.087377 2.901452 -0.343337 -0.19 0.09 -0.21
Fe -0.046653 0.099349 0.073399 0.00 -0.32 0.08
N -1.639857 -1.269240 -0.583116 -0.20 -0.02 -0.02
H -1.826169 1.690583 4.693764 0.00 0.00 0.01
H -5.923856 2.369619 -3.603702 -0.04 0.02 0.00
C -0.289150 2.977119 3.936736 0.01 -0.07 -0.11
C -3.379227 -1.903408 -2.098697 0.04 0.01 0.03
C -2.184246 -1.263518 -1.796632 0.04 -0.05 -0.04
C 0.597129 3.242217 2.901755 -0.01 -0.03 -0.01
P -1.391913 1.846039 -1.645653 0.14 0.29 0.63
C 1.912225 -1.418095 2.197688 0.08 -0.03 0.22
H -2.995732 0.399119 -6.025992 0.00 -0.02 -0.05
H 2.707462 -2.232342 3.913958 -0.01 0.01 0.02
C 0.405169 4.717996 -3.955520 -0.05 -0.03 0.03
C -4.044166 -2.573220 -1.093306 0.07 0.03 0.04
C -2.696553 1.665878 -2.892807 0.10 -0.11 -0.10
H -1.599871 4.150536 -3.468404 -0.04 0.00 0.00
S 2.259045 -0.570168 0.780560 0.07 -0.17 -0.08
H -3.926847 -3.199941 0.961592 -0.02 -0.02 0.04
C -2.254246 -1.996095 0.375454 0.14 -0.03 0.19
H 1.347233 2.613280 1.014270 0.05 0.00 -0.06
C -0.548410 3.936146 -3.326884 -0.04 0.01 0.04
H 3.796963 -1.336363 2.920965 -0.01 0.01 -0.01
H -1.783427 0.201183 2.755737 0.00 -0.07 -0.02
H -5.305248 1.236793 -5.705967 -0.04 0.00 -0.03
Br -0.363088 4.131471 5.415590 -0.01 0.06 0.06
H -2.013192 -3.995403 2.597307 0.02 -0.03 -0.01
C -1.130830 1.875933 3.886351 0.00 -0.05 -0.03
C 2.161330 3.384508 -2.985882 -0.21 0.14 -0.10
C -0.174915 2.870148 -2.502648 -0.04 0.10 -0.12
C -2.348067 1.029848 -4.088800 0.00 0.07 -0.07
H -1.892993 5.954531 1.102421 0.02 0.04 0.00
H 0.095470 5.539812 -4.583965 -0.02 0.03 -0.03
H 1.248491 4.103100 2.953478 0.02 0.03 0.01
C -1.462021 -2.176647 1.621883 0.31 0.15 -0.24
C -4.922678 1.985755 -3.736965 -0.02 -0.01 -0.04
C 1.755306 4.446859 -3.782349 0.09 -0.10 0.08
C -3.987403 2.147797 -2.722436 -0.06 0.01 0.09
H -3.647514 4.964234 2.524200 -0.03 0.03 0.05
H -3.415759 1.326543 0.297239 0.01 -0.03 -0.01
H 2.501376 5.053912 -4.274035 0.02 0.03 -0.02
C -1.084628 1.028205 2.785348 0.07 0.25 0.07
H -1.647282 -0.725965 -2.562028 -0.02 -0.07 0.05
H -3.767118 -1.852481 -3.104478 -0.02 0.00 -0.06
H 3.205073 3.148027 -2.853864 0.08 -0.02 0.01
C -0.205087 1.289923 1.741826 -0.09 -0.14 -0.25
C -3.211956 4.385650 1.722797 0.01 -0.02 -0.03
H -3.051863 -2.621596 2.959777 -0.01 0.00 -0.01
C 0.641668 2.393496 1.803902 -0.11 -0.02 0.21
N -0.279112 -1.696589 1.501304 -0.20 -0.08 0.36
C -4.574758 1.352363 -4.918459 0.04 -0.03 0.00
H -4.272211 2.660878 -1.813049 0.03 -0.01 -0.02
H -1.332806 0.679929 -4.249203 0.03 0.01 0.00
H 0.459509 -2.398200 3.304728 0.02 0.10 -0.14
N 2.861082 -1.668342 3.092958 -0.15 0.00 -0.15
C 1.177795 2.629264 -2.375995 0.33 -0.20 0.06
C -2.226394 4.942400 0.923701 -0.03 -0.04 0.00
C -2.018895 -2.920365 2.786594 0.02 0.03 0.08
Cl 1.747618 1.250483 -1.419886 -0.01 0.22 -0.28
H -1.476617 -2.726478 3.710823 0.00 -0.01 -0.02
C -3.458917 -2.636345 0.169749 0.07 0.07 -0.11
N 0.662275 -1.856276 2.471452 -0.15 -0.03 -0.03
C -1.669782 4.207169 -0.114370 0.02 -0.02 0.01
H -4.987479 -3.064476 -1.281773 -0.04 -0.03 -0.01
H -4.417140 2.653042 2.108260 -0.03 -0.03 0.02
C -3.643165 3.085024 1.489641 0.01 0.05 -0.01
C -3.076967 2.344659 0.468548 -0.02 -0.02 -0.03

[3]
83
Properties=species:S:1:pos:R:3:forces:R:3 method="wB97M-V/def2-TZVPD" gap_ha="0.1598 / 0.1508" charge=+3 energy_ha=-17230.64595
Ga 0.388040 0.852057 0.204146 0.89 -0.73 -1.09
H 6.548831 3.432096 1.907991 0.10 0.08 0.02
H -2.618827 1.676562 -3.510651 0.10 -0.04 0.11
C -2.332990 -6.311779 -0.301075 -0.26 -0.37 0.71
C -0.557104 5.059726 -3.603610 -0.04 0.02 -0.02
H -3.455032 0.109644 -3.467334 0.08 0.03 0.08
C 1.110914 1.613671 2.934496 1.26 -0.40 0.47
C -0.489785 5.023463 -2.217238 -0.11 0.02 -0.02
As -3.906215 -5.275400 0.273819 0.95 0.88 -2.09
Br -2.344068 3.909155 2.856183 0.64 -0.22 0.30
C -3.513171 -3.275888 0.291126 -0.40 -0.37 0.87
H -1.542864 -6.296000 0.446912 -0.04 0.08 0.02
C 1.175979 3.039373 4.904797 0.52 0.30 0.90
C 0.913432 3.079507 -2.357192 0.81 -0.50 0.33
C -3.026427 -3.056170 -2.157938 0.12 0.02 0.13
C 0.235619 4.025740 -1.593816 0.10 -0.08 0.06
C 5.718104 3.110345 1.299218 0.09 -0.02 0.04
H 0.270968 -1.215090 -2.483838 -0.07 0.07 -0.04
H 2.258485 -2.737865 1.503527 -0.08 0.03 -0.05
H -3.880052 1.386130 -2.301120 0.10 -0.03 0.03
C -0.533417 -2.306295 2.511611 -0.07 0.00 -0.07
C -0.515711 -0.619284 -2.952265 -0.18 -0.16 0.10
C 3.595027 2.288473 -0.264484 -0.60 0.01 -0.70
H 3.211888 -0.478718 1.557560 0.04 0.04 0.06
H -0.044904 0.202611 -3.498573 -0.06 0.02 0.17
H 4.299618 4.367348 2.305323 0.02 0.07 0.10
C 5.927283 2.185341 0.287248 0.08 -0.06 0.16
H 2.232424 -2.796191 -0.268718 -0.13 0.02 0.03
C -2.783947 -1.125412 -0.586854 -0.08 0.12 -0.11
C -3.062348 0.925779 -2.856008 0.01 -0.04 0.17
H 1.354124 2.366618 -4.339780 0.05 0.02 -0.08
C 1.644412 -2.975145 0.632759 0.03 0.09 -0.03
H -0.989897 5.776783 -1.626012 -0.07 0.04 0.00
C 4.450908 3.627962 1.532852 0.02 -0.01 0.12
H -2.539564 -2.449647 -2.918338 -0.01 -0.09 -0.02
H -0.501050 4.340942 5.145607 0.01 0.00 0.01
C 1.801443 2.042009 4.096216 0.02 -0.62 -0.82
H 1.383557 -4.035015 0.686237 -0.03 0.13 -0.02
H -3.138927 -3.057584 1.296471 -0.12 -0.08 -0.03
H -6.011937 -4.933466 -1.133070 0.05 0.07 0.07
H 0.245796 -1.940248 3.182544 -0.02 -0.02 -0.07
H -0.587370 -3.143923 -1.435075 0.06 0.03 0.19
C 2.823258 0.205957 2.304117 0.06 -0.06 -0.10
H 6.917401 1.800536 0.095702 0.10 -0.02 0.03
C -0.041134 3.574206 4.536922 -0.67 0.17 -0.39
O -0.711562 1.747381 1.446028 0.22 0.84 1.79
C 0.096195 4.102593 -4.365599 -0.14 -0.02 -0.09
C 4.863468 1.761921 -0.490835 -0.22 0.08 -0.08
C 3.057752 1.458808 4.333087 -0.06 -0.03 -0.16
H -4.514483 -2.845120 0.214404 -0.02 -0.09 0.05
C 0.826747 3.102698 -3.746201 0.13 0.01 0.17
C -5.151870 -5.596262 -1.199414 -0.50 -0.29 0.60
H 0.284082 3.991264 -0.508851 0.02 0.08 -0.01
H -4.103056 -2.927459 -2.256289 -0.09 0.01 -0.11
H 2.394307 3.618320 0.926109 0.02 0.12 -0.02
H -4.664608 -5.485087 -2.167324 0.33 0.11 0.16
H -0.620911 -3.387245 2.641468 0.02 0.08 -0.03
H 0.051870 4.137935 -5.443676 -0.05 0.04 -0.09
C -1.128978 -3.054054 -0.487267 0.35 0.12 0.24
H -5.511337 -6.621477 -1.115002 0.00 -0.03 0.02
H -2.666247 -7.343868 -0.405019 -0.05 -0.02 -0.01
C -0.698837 3.152680 3.376671 -0.94 0.93 0.61
C -0.153707 2.154217 2.562207 -0.62 -0.67 -1.83
H -1.947466 -5.978494 -1.264292 -0.24 0.29 0.00
C 3.387488 3.213984 0.754143 -0.07 -0.05 -0.10
H -1.125015 5.836555 -4.091455 -0.02 0.10 -0.05
As 0.012774 -1.890914 0.680209 0.01 -0.18 -0.15
H -1.104011 -4.030820 0.005463 0.16 0.08 -0.15
H -1.055171 -1.221132 -3.683150 0.03 -0.01 0.08
C -2.581251 -2.638263 -0.756655 0.01 -0.12 -0.28
H 5.019817 1.047026 -1.288450 0.08 0.00 -0.05
N 1.627472 0.716815 2.065585 -0.46 0.29 0.29
H -1.469620 -1.825293 2.790273 -0.02 0.02 -0.08
Br 2.020839 3.643785 6.487949 -0.52 -0.30 -0.87
As -1.703667 0.220540 -1.623184 0.13 0.09 -0.06
H -3.821345 -0.861957 -0.822364 0.09 -0.03 0.07
H 2.548603 0.616179 -2.370190 -0.04 0.17 0.00
Ge 2.126208 1.798148 -1.475153 -0.81 -0.27 0.70
H 3.634912 1.757010 5.195157 0.03 -0.02 0.10
C 3.558891 0.530742 3.441494 -0.08 0.15 0.06
H 4.519846 0.066847 3.598178 0.09 0.02 0.04
H -2.613057 -0.861742 0.465467 -0.07 0.10 -0.14
H -2.775837 -4.099174 -2.343914 0.00 -0.06 -0.15

[4]
19
Properties=species:S:1:pos:R:3:forces:R:3 method="wB97M-V/def2-TZVPD" de_lowest_kcal_mol=86.0 smiles="CN=[S@@](N)(=O)N(C)C" gap_ha=0.3479 energy_ha=-758.47507
H -2.837535 -0.188426 1.087382 0.11 -0.85 0.28
C 2.776413 0.446065 0.263261 1.48 0.39 -0.59
H -2.095001 1.917649 -0.435838 0.84 -0.45 0.65
H -1.470255 -1.244958 1.677431 0.01 -0.09 0.74
N 1.434246 0.709191 -0.135580 -3.75 -1.51 -0.90
C -1.260237 1.474822 0.171022 -2.05 -2.21 1.48
C -2.020771 -0.887618 0.828677 -0.25 1.22 0.00
H -0.280203 1.686516 -0.154630 0.72 1.86 -0.03
H -1.418333 1.557201 1.299213 0.30 0.90 -1.51
O 0.681932 -1.673933 0.601780 -0.69 0.93 -1.34
H -2.401790 -1.744341 0.298283 -0.21 -0.21 -0.37
H 2.806433 -0.213579 1.107914 0.18 0.22 1.14
N -1.187459 -0.029873 0.004589 1.19 1.24 -0.77
H 3.412833 -0.141120 -0.451973 -0.55 0.84 -0.10
H -0.368619 -1.669918 -1.998661 0.42 1.00 -0.36
S 0.413113 -0.483102 -0.213918 2.13 -0.47 -0.61
H 3.192586 1.491814 0.405591 0.05 -1.61 0.24
H 0.276176 -0.077236 -2.461235 -0.32 -0.69 0.29
N 0.346468 -0.929158 -1.893317 0.38 -0.49 1.77